No. 1
36
Properties=species:S:1:pos:R:3:forces:R:3 method="wB97M-V/def2-TZVPD" gap_ev="6.265 / 5.151" multiplicity=3 homo_energy_ev="-5.63 / -8.60" fmax_ev_per_a=4.829
C 0.6508 0.1329 -4.0294 -1.026 -1.789 2.071
C -1.5587 -0.9749 -3.4920 -1.052 -0.316 -0.897
C -1.5730 1.2464 -4.6896 -3.435 -1.061 2.498
C -0.1734 -1.0892 2.6179 3.406 -3.117 -1.416
C 2.3187 -0.9071 2.8812 -0.391 0.476 0.576
C 0.7364 -0.8102 4.8921 -1.711 2.622 -1.525
C -1.2065 1.2324 0.4203 2.485 -2.166 -0.641
C -0.8846 0.3564 -3.7014 1.842 -0.980 2.504
C 0.9398 -0.4211 3.3758 0.275 -0.456 1.300
N -1.0644 0.9034 -2.3771 0.764 1.950 -0.660
N 0.8580 1.0259 3.1540 -0.593 0.192 1.921
P -0.1410 0.8725 -1.1024 -3.660 -1.174 2.433
S 1.7786 0.7553 -0.7833 2.148 0.406 -0.098
H 1.2464 0.9371 -3.6391 0.249 0.484 -0.186
H 1.0283 -0.8611 -3.5587 -0.712 1.681 -0.667
H 0.6726 0.0398 -5.0688 0.677 -0.109 -1.765
H -1.4630 -1.4867 -2.5550 1.533 -0.160 0.545
H -1.2644 -1.5732 -4.3212 -0.434 -1.201 -0.686
H -2.6279 -0.8249 -3.3837 -0.472 0.134 -0.984
H -1.2410 1.2268 -5.6741 0.352 -0.212 -1.717
H -2.6791 0.9192 -4.4974 1.621 0.715 -1.367
H -1.5978 2.2099 -4.2535 0.465 1.339 -0.059
H -0.1392 -2.2136 2.8920 0.312 1.389 -0.996
H -1.0898 -0.8619 2.9870 -2.884 1.536 0.465
H 0.0671 -0.9094 1.5258 -1.059 -0.597 1.060
H 3.0535 -0.2632 3.3536 0.390 -0.291 0.538
H 2.4315 -0.6170 1.8446 -0.157 -0.520 -0.597
H 2.5113 -1.9718 3.0677 0.027 0.335 -0.226
H 1.3478 -0.2718 5.5633 1.165 0.610 0.628
H -0.2999 -0.5791 5.2487 0.611 -0.309 -0.574
H 0.9162 -1.8185 4.9698 0.368 -2.402 0.393
H -0.4968 1.0280 1.2926 -1.627 0.791 -0.961
H -1.5882 2.1807 0.2834 -0.387 2.444 0.344
H -2.0884 0.5908 0.3652 0.438 -0.477 0.167
H 1.4308 1.2919 2.3860 0.607 0.357 -0.559
H 1.1893 1.5051 4.0057 -0.136 -0.122 -0.861

No. 2
50
Properties=species:S:1:pos:R:3:forces:R:3 method="wB97M-V/def2-TZVPD" gap_ev=8.497 smiles="COC(=O)OCCCN.c1cc[nH]c1.c1cc[nH]c1.c1cc[nH]c1" multiplicity=1 homo_energy_ev=-8.09 fmax_ev_per_a=3.777
C 0.4106 -0.6662 0.6650 0.695 0.130 0.744
O -0.3780 -1.8328 0.3639 0.913 1.550 0.222
C -0.9659 -1.7727 -0.8237 0.637 0.400 0.419
O -1.8974 -2.4445 -1.0251 -2.850 -2.328 -0.850
O -0.4510 -0.9482 -1.7218 0.939 0.573 -0.099
C -0.6077 -1.4140 -3.0662 -0.268 0.615 -0.995
C 0.0271 -0.4440 -4.0592 0.944 -0.447 0.156
C 1.5649 -0.4659 -3.9466 -0.182 0.741 0.466
N 2.0251 0.2270 -2.7360 -0.133 -0.326 0.079
H -0.1999 0.2308 0.7831 -0.209 -0.150 -0.159
H 1.1845 -0.4733 -0.0759 -0.141 -0.141 -0.129
H 0.8826 -0.8563 1.6254 -0.034 -0.136 0.015
H -0.1223 -2.3874 -3.1476 -0.123 -0.095 0.007
H -1.6565 -1.5002 -3.3420 -0.147 -0.226 0.407
H -0.3940 0.5585 -3.9753 0.090 0.036 0.148
H -0.2000 -0.8004 -5.0677 -0.263 -0.070 0.066
H 2.0489 -0.0216 -4.8246 -0.241 -0.300 -0.212
H 1.8582 -1.5129 -3.8566 0.165 0.034 -0.168
H 2.0636 1.2300 -2.8464 0.133 -0.040 0.009
H 2.8872 -0.1536 -2.3742 0.069 0.228 -0.037
N -3.2465 0.7925 1.8328 0.012 0.033 -0.032
C -4.0275 0.8894 2.9498 -0.066 -0.071 0.011
C -3.9892 2.1885 3.3816 0.002 0.000 -0.026
C -3.1534 2.9069 2.4839 0.039 0.023 -0.027
C -2.7130 2.0187 1.5382 0.049 -0.046 -0.008
H -3.0906 -0.0514 1.3094 -0.051 -0.011 0.045
H -4.5399 0.0262 3.3387 0.015 0.015 0.016
H -4.5029 2.5811 4.2435 0.000 -0.005 -0.016
H -2.9054 3.9546 2.5274 -0.001 -0.013 -0.005
H -2.0686 2.1524 0.6851 -0.020 0.030 0.006
N -2.7216 -4.1176 3.6050 -0.073 0.051 0.087
C -3.4993 -4.0358 4.7291 0.022 -0.051 -0.025
C -3.4606 -2.7405 5.1747 -0.048 -0.071 -0.002
C -2.6292 -2.0135 4.2807 0.045 0.110 0.033
C -2.1914 -2.8883 3.3246 0.114 -0.084 -0.157
H -2.5646 -4.9509 3.0683 -0.018 0.041 -0.006
H -4.0107 -4.9024 5.1125 0.001 0.024 0.016
H -3.9721 -2.3567 6.0420 0.009 -0.010 -0.008
H -2.3805 -0.9662 4.3319 0.002 -0.014 0.022
H -1.5505 -2.7444 2.4700 -0.020 0.011 -0.001
N 4.9491 2.1229 -2.8085 0.059 -0.001 0.029
C 6.2354 2.4961 -3.0895 -0.017 -0.022 -0.056
C 6.5557 3.5489 -2.2749 0.040 -0.021 -0.020
C 5.4198 3.8193 -1.4662 -0.037 0.013 0.037
C 4.4469 2.9222 -1.8165 -0.072 -0.040 -0.045
H 4.4499 1.3772 -3.2594 0.005 0.031 0.011
H 6.8085 1.9826 -3.8428 0.008 0.026 0.009
H 7.4997 4.0676 -2.2589 -0.011 -0.010 0.002
H 5.3285 4.5844 -0.7132 -0.001 -0.013 -0.007
H 3.4440 2.7843 -1.4474 0.020 0.027 0.028

No. 3
8
Properties=species:S:1:pos:R:3:forces:R:3 method="wB97M-V/def2-TZVPD" gap_ev="7.178 / 7.655" multiplicity=1 homo_energy_ev="-8.66 / -9.35" fmax_ev_per_a=2.899
C -0.8637 3.5970 -1.0481 2.256 1.816 -0.137
C -1.7277 1.8274 0.1008 0.928 -0.159 1.065
N -0.0625 4.4188 -1.2313 -1.081 -0.757 -0.010
N -1.7030 2.6195 -0.8365 -1.109 -1.216 0.441
N 0.0267 1.9279 1.6660 -0.799 0.364 -0.757
I -2.9917 0.2306 0.5033 0.028 0.142 -0.154
I 1.4395 0.7668 0.7884 -0.174 -0.043 0.183
H -0.2820 1.4357 2.5245 -0.049 -0.147 -0.629